No. 1
Here is a structure of composition C26H19BF7N5O6S3SeTi from the Open Molecules 2025 dataset. Energies are from wB97M-V/def2-TZVPD.

```
69
Properties=species:S:1:pos:R:3:forces:R:3
Ti 0.4458 -0.1697 -1.9390 -0.145 0.378 0.993
O 4.1617 -1.1990 -0.0869 -0.296 0.013 0.336
S 2.9997 -1.2791 -0.9327 0.754 -0.807 -0.958
O 2.7788 -0.0802 -1.7509 -0.536 0.129 -0.221
O 1.7152 -1.6245 -0.3126 -0.164 -0.343 -0.059
C 3.3625 -2.7581 -2.0016 0.579 -1.046 0.297
C 4.2336 -3.7467 -1.4023 0.058 2.675 1.241
C 4.3155 -5.0186 -1.8551 -0.353 -0.171 -1.132
C 3.6000 -5.3241 -3.0193 0.813 -1.543 0.898
C 2.9064 -4.4106 -3.7173 -0.823 1.950 -0.192
C 2.7659 -3.0980 -3.2241 0.444 0.842 1.001
S 1.9749 -1.8172 -4.2259 -0.685 -0.689 1.116
O 1.4945 -2.5471 -5.3497 -0.287 -0.179 -1.101
O 2.8977 -0.7499 -4.3900 0.587 0.164 -0.523
O 0.7917 -1.3714 -3.3738 0.850 -0.868 -0.844
H 4.8933 -3.4002 -0.5673 -1.001 -0.357 -0.614
H 4.9485 -5.7583 -1.3923 0.057 -0.034 0.131
H 3.6140 -6.3401 -3.3580 0.062 -0.447 -0.321
H 2.4137 -4.6398 -4.6359 -0.213 -0.159 -0.445
C -2.4182 -1.0807 2.0918 0.733 0.126 0.125
N -2.7118 -2.0771 3.0831 -0.682 -1.349 0.732
C -1.9138 -3.1370 3.3690 -0.190 1.041 -0.027
N -0.6117 -3.1136 3.0053 -0.760 1.514 -0.616
S -2.5152 -4.4104 4.2611 -0.209 -0.610 0.354
H -3.1112 -0.2480 2.2066 -0.026 -0.161 -0.361
H -2.3678 -1.5060 1.0757 -0.288 0.430 0.277
H -1.4400 -0.6982 2.3724 0.231 0.458 -0.405
H -3.6668 -2.2151 3.4388 0.863 0.148 -0.501
H -0.1672 -2.4333 2.3939 -0.472 -0.164 0.134
H -0.1543 -3.9629 3.1335 0.881 -1.323 0.230
F 0.6314 1.4843 -4.6238 -0.234 -0.025 0.115
B 0.0082 1.5648 -3.4270 -0.285 1.349 -0.108
F -0.6460 2.8142 -3.3525 0.584 -1.504 0.136
N 0.8350 3.4979 4.1525 -0.770 0.074 -0.503
C 0.5622 4.4781 5.0818 0.029 -0.433 0.392
C 1.1392 4.8236 6.3115 0.352 0.968 -0.782
C 0.6409 6.0048 6.9089 0.175 -0.774 0.284
C -0.5357 6.6191 6.4435 1.890 -0.430 0.877
C -1.1711 6.1369 5.3205 -1.766 1.373 0.037
C -0.6164 5.0894 4.6089 -0.141 0.189 0.804
N -1.1042 4.4917 3.5075 0.196 -0.755 -1.377
C -0.2278 3.5412 3.1552 0.611 0.363 0.836
C -0.2087 2.7324 1.9852 1.147 -1.357 0.934
C 0.8881 1.7553 1.8606 0.136 1.866 0.638
C 1.0298 0.9843 0.7693 -1.269 0.571 0.464
N 0.0529 0.9619 -0.2030 1.061 -0.471 -0.377
C -1.0337 1.7894 -0.0696 0.327 -0.285 -0.242
C -1.2118 2.6456 0.9717 -0.174 0.419 0.526
H 1.5933 2.8410 4.2591 -0.360 0.060 -0.333
H 2.0519 4.3271 6.6555 -0.364 0.176 0.026
H 1.1287 6.4559 7.7935 -0.224 -0.544 -0.533
H -0.7451 7.4630 7.0835 -1.033 0.325 -0.534
H -2.1403 6.5969 5.0110 0.933 -0.515 0.030
H 1.7680 1.8050 2.5308 -0.787 -0.145 -0.279
H 1.9078 0.3725 0.7599 -0.029 -0.319 -0.684
H -1.7144 1.7070 -0.9136 -0.156 0.148 0.333
H -2.1118 3.2584 1.0653 0.350 -0.156 -0.230
F -3.7518 -1.2263 -7.3716 -0.118 0.295 0.598
C -3.4460 -1.2349 -6.0505 0.401 -2.361 -0.896
C -2.9976 -2.4382 -5.5051 0.781 0.931 0.319
F -2.9106 -3.4949 -6.3103 -0.036 -0.429 -0.154
C -2.4560 -2.4758 -4.2101 -1.166 -0.048 -1.617
F -1.9765 -3.6750 -3.8604 0.146 0.425 0.429
C -2.5363 -1.3586 -3.3880 0.074 -0.446 0.144
Se -1.7936 -1.5777 -1.6277 -0.367 0.739 -0.123
C -3.1633 -0.2270 -3.9395 0.664 0.133 0.813
F -3.3707 0.8619 -3.1792 0.096 -0.127 -0.049
C -3.5350 -0.1405 -5.2655 -0.637 0.939 -0.003
F -4.0682 0.9603 -5.8345 0.179 0.165 0.543
```
Forces are in eV/Å.

Summary:
2S+1: 3
Frontier orbital gap (spin up / spin down) (eV): 5.1 / 7.5
Relative energy (zero: lowest compared OMol25 entry of this formula, charge and spin) (eV): 0.0000
HOMO energy (spin up / spin down) (eV): -1.04 / -3.46
E_tot (eV): -187678.639
Net charge: -2
F_max (hartree/bohr): 0.05735

***

No. 2
Here is a structure of composition C30H57FI4N4O13PS from the Open Molecules 2025 dataset. Energies are from wB97M-V/def2-TZVPD.

```
111
Properties=species:S:1:pos:R:3:forces:R:3
C -2.1886 -3.7362 -5.0739 -0.179 -0.409 0.012
C -2.2196 -2.0626 -5.0280 3.351 1.194 0.956
I -4.1322 -1.3342 -5.6620 0.774 -0.472 0.198
C -1.0251 -1.2106 -4.6568 -3.555 -5.575 -0.235
I 0.6781 -2.6445 -4.4566 -1.145 1.605 -0.126
N -1.0195 0.3225 -4.5464 0.882 -0.575 -0.345
C -1.1263 0.6169 -6.0276 -1.378 2.199 -4.550
C -0.4714 -0.4042 -7.1212 6.167 -2.912 -1.463
O 0.7741 -0.7929 -7.3197 -7.401 3.152 2.124
I -1.7554 -1.2945 -8.7370 0.579 0.940 1.246
C 0.3120 0.9773 -4.0462 4.473 2.716 -1.606
C 1.6430 1.0789 -4.9737 2.434 1.564 -2.198
N 2.6460 -0.0191 -4.9988 1.395 0.400 -1.110
P 1.1247 0.5799 -2.4026 1.395 -0.810 10.393
O 0.4143 1.1069 -1.0529 1.450 -0.860 -6.691
O 1.4418 -1.0465 -1.8855 0.425 2.168 -2.350
O 2.8071 1.1540 -2.2378 -2.632 -0.794 -0.954
C 0.0949 2.6347 -3.9171 -2.672 -0.155 1.700
N 0.0611 3.5926 -5.0586 1.235 -1.380 -0.906
I 1.1356 3.9553 -2.4993 0.748 -0.506 0.334
C -1.4358 2.5009 -3.2360 1.648 5.293 -0.529
O -1.9239 3.7060 -3.9908 -2.864 -1.886 2.648
F -1.5592 3.0822 -1.8933 0.046 -3.025 -2.445
C -2.0622 0.9716 -3.5781 -1.797 3.277 0.817
C -3.5191 1.5328 -3.8925 -5.296 -0.003 0.482
N -3.9295 2.1148 -5.2113 -0.776 1.341 0.278
S -2.5205 -0.0801 -2.0443 1.523 -2.255 9.463
C -3.9915 -1.2322 -2.1120 -2.117 -1.847 0.159
O -2.8659 0.7927 -0.7785 0.593 -1.634 -5.735
O -1.4797 -1.0973 -1.5640 -1.875 2.725 -3.233
H -1.8857 -4.2006 -4.0157 -0.310 1.308 -2.419
H -1.4901 -4.1416 -5.9517 -1.301 1.140 2.123
H -3.2403 -4.2079 -5.3003 1.806 1.532 0.377
H -2.2358 0.7200 -6.4407 2.138 -0.370 1.738
H -0.6717 1.6374 -6.3891 -0.798 -1.681 1.407
H 1.4665 1.3880 -6.1143 -0.327 -0.807 2.621
H 2.2655 2.0315 -4.5917 -1.959 -1.911 -0.349
H 3.5741 0.2482 -4.5501 -1.933 -0.084 -0.381
H 2.9322 -0.1781 -6.0116 -0.875 -0.105 1.780
H 2.3259 -1.4005 -2.1891 -1.219 0.777 0.148
H 2.9132 1.4711 -1.2935 -0.774 -0.423 -1.292
H 0.5630 3.3537 -5.9184 -0.079 -0.366 0.651
H 0.3842 4.5545 -4.8048 -0.596 -1.517 -0.038
H -2.5591 4.1916 -3.3659 1.129 -1.143 -1.010
H -3.7879 2.3342 -3.0363 1.354 -1.873 -1.718
H -4.4573 0.8141 -3.6950 2.902 0.696 -0.049
H -4.7963 1.6699 -5.6184 1.483 0.243 0.937
H -4.2427 3.1155 -5.0254 1.000 -1.692 -0.580
H -5.0338 -0.7248 -2.2976 2.259 -0.863 0.033
H -4.0805 -1.6681 -0.9999 0.837 1.503 -2.267
H -3.8238 -2.2153 -2.7672 -0.183 2.609 1.154
C 0.5520 -0.7671 3.7057 0.247 0.373 0.467
C 1.1304 0.0102 2.5536 0.739 0.826 -0.092
O 1.8623 0.9807 2.7416 -0.695 -1.071 -0.255
C 0.7783 -0.4455 1.1629 0.625 0.324 0.288
H 0.8911 -0.3248 4.6485 -0.079 -0.104 -0.163
H -0.5395 -0.7245 3.6720 0.039 -0.230 -0.070
H 0.8941 -1.8043 3.6630 -0.230 0.000 -0.066
H -0.3032 -0.3887 1.0158 0.071 -0.172 -0.112
H 1.1304 -1.4683 1.0068 -0.248 -0.085 0.059
H 1.2663 0.2085 0.4323 -0.278 -0.416 0.593
C 1.0610 2.8018 5.1950 -0.038 -0.219 0.371
C -0.2546 3.0302 5.8900 -0.082 -0.690 1.493
O -0.4976 2.5177 6.9814 0.198 0.610 -1.389
C -1.2615 3.9096 5.1979 -0.411 -0.018 0.347
H 1.6878 2.1479 5.8105 -0.151 0.145 -0.142
H 0.8922 2.3174 4.2300 0.169 0.268 0.034
H 1.5787 3.7544 5.0574 -0.064 -0.050 -0.206
H -1.5337 3.4746 4.2330 0.138 0.180 -0.076
H -0.8472 4.9115 5.0604 -0.010 -0.100 -0.209
H -2.1629 3.9846 5.8155 0.214 -0.023 -0.112
C 5.7066 4.3670 -0.0281 0.088 -0.143 -0.512
C 4.4822 5.1413 -0.4375 -0.369 0.077 -1.213
O 4.1125 5.1781 -1.6100 0.250 -0.128 1.248
C 3.7280 5.8689 0.6432 -0.346 0.144 -0.328
H 6.1486 3.8937 -0.9113 -0.105 0.129 0.181
H 6.4437 5.0432 0.4122 -0.094 -0.139 0.174
H 5.4312 3.5868 0.6860 0.103 0.175 0.147
H 4.3769 6.6119 1.1135 -0.035 -0.174 0.145
H 3.3645 5.1556 1.3872 0.177 0.103 0.109
H 2.8680 6.3838 0.2017 0.199 -0.097 0.083
C 3.6911 -3.1237 2.4704 0.241 0.174 -0.436
C 4.1554 -4.5452 2.6425 1.114 -0.983 -0.784
O 4.9377 -5.0622 1.8465 -0.986 0.764 0.838
C 3.6253 -5.3098 3.8259 0.293 -0.217 -0.400
H 4.1546 -2.6965 1.5748 -0.078 -0.096 0.187
H 2.6054 -3.0998 2.3475 0.018 0.056 0.207
H 3.9894 -2.5279 3.3367 -0.224 -0.012 0.014
H 2.5367 -5.3833 3.7635 0.248 0.171 0.194
H 3.9207 -4.8115 4.7526 -0.241 0.058 0.004
H 4.0457 -6.3212 3.8223 -0.091 0.244 -0.023
C 0.4156 -4.9197 6.8649 0.154 0.279 -0.389
C 0.6886 -6.2255 6.1675 0.507 -0.099 -1.353
O 1.1355 -6.2563 5.0220 -0.846 -0.053 1.512
C 0.3934 -7.4919 6.9257 0.178 -0.301 -0.391
H 0.6754 -4.0908 6.1979 -0.052 -0.188 0.135
H -0.6456 -4.8473 7.1159 0.119 -0.033 0.202
H 1.0263 -4.8462 7.7683 -0.225 -0.034 0.067
H -0.6687 -7.5342 7.1794 0.116 0.051 0.197
H 1.0031 -7.5331 7.8317 -0.222 0.043 0.069
H 0.6386 -8.3558 6.2986 -0.049 0.221 0.131
C -4.1076 0.7117 2.0975 -0.280 -0.300 -0.321
C -4.6993 -0.1635 3.1698 -0.960 -1.189 -0.300
O -5.4345 -1.1087 2.8889 0.932 1.153 0.274
C -4.3571 0.1628 4.5989 -0.289 -0.397 0.184
H -4.4407 0.3584 1.1159 0.118 0.107 0.267
H -4.4450 1.7426 2.2312 0.227 0.009 0.059
H -3.0166 0.6602 2.1360 -0.044 0.218 0.016
H -4.7055 1.1692 4.8441 0.240 0.014 -0.004
H -3.2772 0.0868 4.7489 -0.036 0.238 0.029
H -4.8544 -0.5519 5.2634 0.113 0.164 -0.171
```
Forces are in eV/Å.

Summary:
Frontier orbital gap (eV): 6.4
HOMO energy (eV): -10.57
E_tot (eV): -119833.979
Net charge: +1
F_max (hartree/bohr): 0.20453

***

No. 3
Here is a cluster of 2 separate species, C16H17N in total from the Open Molecules 2025 dataset. Energies are from wB97M-V/def2-TZVPD.

```
34
Properties=species:S:1:pos:R:3:forces:R:3
C 0.5635 -3.7363 2.0645 -1.677 2.333 3.161
C -1.4686 -2.4285 0.7862 0.216 2.893 1.764
C -0.6000 -2.5916 1.9132 1.309 -3.733 1.808
C -2.1505 -1.1622 1.1160 -1.617 -0.609 -2.427
C -0.9539 -1.7509 2.9415 0.141 -1.123 -5.380
C -1.6080 -3.0556 -0.4585 0.460 0.436 -0.626
C -2.4848 -2.3606 -1.2837 -1.476 -1.074 -3.191
C -3.3656 -1.2843 -1.0009 -1.310 1.778 0.578
C -3.1648 -0.5416 0.1546 3.479 -3.376 2.301
N -1.8093 -0.8336 2.4225 -0.309 -4.253 -2.766
H -0.9392 -3.9665 -0.7180 -1.478 1.815 0.133
H -2.6944 -2.5410 -2.3887 0.869 -1.033 1.483
H -4.3062 -1.0061 -1.7056 2.818 -0.658 1.426
H 0.1891 -4.7610 2.1449 0.065 0.194 -0.877
H 1.1255 -3.6173 3.1234 -1.128 0.185 -2.524
H -0.5788 -1.8114 3.8640 1.192 0.487 3.467
H -1.8891 -0.0421 2.8688 -1.272 5.268 2.342
H -3.5292 0.3647 0.5167 -1.341 1.293 -0.073
H 1.1806 -3.4236 1.2576 1.069 -0.812 -0.606
C 1.5361 3.9019 0.6547 0.466 -0.124 0.553
C 2.8150 2.1466 -0.6095 1.362 0.704 -1.458
C 1.8335 3.1262 -0.5741 -1.331 -1.485 0.722
C 3.0873 1.4232 -1.7569 -5.209 1.922 -0.805
C 2.1962 1.4716 -2.8342 -1.604 1.834 0.459
C 0.9051 3.2068 -1.6134 0.280 -0.359 -1.612
C 1.1299 2.4304 -2.7673 1.465 -0.625 0.137
H 3.6668 2.1155 0.0339 -0.075 0.246 1.245
H 3.9270 0.9399 -1.8687 4.302 -2.929 -0.180
H 0.9386 4.6994 0.2611 -0.879 0.587 0.799
H 2.4184 4.3540 1.0783 0.523 0.192 0.092
H 2.2086 0.8997 -3.7587 0.718 -0.005 0.253
H 0.0295 3.8896 -1.6235 0.904 -0.306 0.273
H 0.6767 2.6555 -3.7290 -0.733 -0.219 0.401
H 1.1152 3.2896 1.4889 -0.201 0.557 -0.872
```
Forces are in eV/Å.

Summary:
Frontier orbital gap (eV): 8.5
Relative energy (zero: lowest compared OMol25 entry of this formula, charge and spin) (eV): 3.9934
HOMO energy (eV): -7.83
E_tot (eV): -18354.349
SMILES string: Cc1c[nH]c2ccccc12.Cc1ccccc1
F_max (hartree/bohr): 0.11481